DFT (ωB97M-V/def2-TZVPD) results for a 5-piece molecular cluster, C20H55N5O5 overall.

The geometry in XYZ format:
```
85
Properties=species:S:1:pos:R:3:forces:R:3:lowdin_charge:R:1
C 0.696 24.224 -14.990 1.046 -0.787 -0.177 -0.074
C -0.271 24.097 -13.853 -1.952 -0.388 -0.218 -0.433
C -1.375 22.952 -13.900 0.242 1.152 -0.899 -0.170
O -2.415 23.310 -14.775 1.197 1.718 0.236 -0.177
C -3.323 22.338 -15.060 -1.148 -0.151 -0.480 -0.148
N 0.323 24.028 -12.538 0.592 0.549 -0.108 0.033
H 1.300 23.323 -15.101 0.249 -0.060 -0.161 0.075
H 1.354 25.062 -14.757 0.167 -0.083 0.037 0.081
H 0.248 24.459 -15.955 -0.365 -0.205 0.175 0.083
H -0.738 25.071 -14.000 -0.957 -0.063 0.895 0.133
H -1.802 22.809 -12.908 0.105 0.015 0.348 0.113
H -0.972 21.996 -14.234 0.473 -0.257 0.028 0.114
H -3.955 22.780 -15.830 0.123 -0.510 -0.535 0.101
H -4.047 22.129 -14.273 0.307 -0.129 0.602 0.070
H -2.806 21.424 -15.352 -0.337 -0.238 -0.340 0.074
H -0.446 23.998 -11.884 0.235 -0.055 0.357 0.060
H 0.866 23.181 -12.443 0.086 -0.166 0.146 0.068
C -3.615 19.778 -6.894 1.985 0.355 -0.794 -0.040
C -2.929 20.081 -8.283 -0.775 -0.320 -0.424 -0.421
C -1.524 19.487 -8.419 -0.173 -0.180 -0.069 -0.187
O -0.745 19.951 -9.556 -1.335 0.397 2.460 -0.177
C -0.315 21.304 -9.414 0.287 -0.293 -1.810 -0.109
N -3.797 19.493 -9.299 -0.692 -0.363 0.025 0.034
H -3.177 18.866 -6.487 -0.205 -0.301 -0.012 0.073
H -4.700 19.684 -6.938 0.219 0.318 -0.103 0.064
H -3.236 20.567 -6.244 -0.601 0.054 0.390 0.073
H -2.903 21.160 -8.434 0.070 0.098 0.030 0.114
H -1.619 18.421 -8.623 -0.109 -0.112 0.213 0.124
H -1.096 19.586 -7.421 1.118 0.283 -0.151 0.119
H -0.122 21.468 -10.474 0.878 0.766 0.114 0.076
H 0.565 21.418 -8.781 0.071 -0.153 -0.031 0.090
H -1.029 22.093 -9.178 -0.600 -0.485 0.503 0.077
H -3.352 19.353 -10.195 0.436 0.454 -0.242 0.051
H -3.864 18.548 -8.948 -0.627 -0.504 -0.168 0.046
C -7.634 22.045 -5.944 0.744 0.896 0.576 -0.070
C -6.880 22.011 -7.266 -0.543 -1.174 -1.553 -0.435
C -7.741 21.936 -8.614 1.822 -0.127 2.437 -0.195
O -8.431 20.706 -8.571 -3.266 0.572 0.496 -0.170
C -9.816 20.955 -8.103 -0.025 -0.524 0.101 -0.083
N -5.863 23.044 -7.376 -0.537 0.515 0.046 0.041
H -8.108 22.987 -5.669 -0.252 0.188 -0.527 0.078
H -6.790 22.014 -5.255 -0.150 -0.335 0.603 0.070
H -8.319 21.229 -5.711 0.301 -0.123 -0.359 0.071
H -6.420 21.023 -7.252 0.186 -0.264 -0.147 0.099
H -7.035 21.842 -9.439 -0.062 0.372 -0.148 0.112
H -8.307 22.868 -8.613 -0.593 -0.247 -0.649 0.124
H -9.874 21.379 -7.100 0.508 0.766 -0.276 0.064
H -10.482 20.110 -7.924 1.032 -1.210 -0.456 0.078
H -10.450 21.486 -8.813 0.649 0.729 -0.205 0.084
H -5.032 22.842 -6.837 -0.005 -0.076 0.016 0.062
H -5.606 23.164 -8.345 0.214 0.002 0.009 0.060
C -7.172 20.178 -13.390 -0.267 0.811 0.960 -0.052
C -6.142 19.087 -13.440 -0.202 -0.580 -1.981 -0.457
C -4.757 19.600 -13.919 0.017 -0.056 0.671 -0.219
O -3.799 18.581 -13.884 2.042 -1.406 -0.747 -0.223
C -2.345 18.944 -13.810 -2.304 0.215 0.891 -0.021
N -6.044 18.215 -12.310 0.017 0.055 0.600 0.060
H -8.101 19.818 -13.831 -0.028 0.334 0.112 0.081
H -6.855 21.107 -13.864 0.035 -0.121 -0.398 0.075
H -7.365 20.478 -12.360 -0.181 -0.067 0.203 0.071
H -6.627 18.418 -14.151 0.912 -0.144 -0.931 0.127
H -4.443 20.311 -13.155 -0.097 0.792 -0.080 0.114
H -4.772 20.010 -14.928 -0.348 0.419 0.058 0.122
H -2.009 19.714 -14.504 -0.390 -0.166 -0.283 0.053
H -1.727 18.052 -13.916 -0.461 -0.051 -0.024 0.085
H -2.277 19.349 -12.800 0.632 0.069 0.117 0.077
H -5.997 18.723 -11.438 0.307 0.140 0.276 0.067
H -5.159 17.775 -12.517 0.302 -0.602 0.793 0.044
C -3.100 15.965 -11.099 0.182 -1.510 0.344 -0.015
C -4.409 15.187 -11.053 -1.003 -0.156 -2.235 -0.509
C -4.441 13.726 -11.434 0.442 -0.377 -1.718 -0.196
O -4.146 13.585 -12.817 0.069 -0.821 -0.916 -0.191
C -5.246 13.896 -13.686 0.900 0.995 0.298 -0.090
N -4.901 15.216 -9.753 -0.183 0.803 3.206 0.032
H -2.430 15.246 -10.629 0.628 0.483 0.353 0.087
H -3.261 16.828 -10.453 0.428 0.176 -0.149 0.051
H -2.646 16.237 -12.052 -0.575 -0.009 -0.104 0.077
H -5.176 15.744 -11.591 0.209 -0.226 -1.295 0.108
H -5.367 13.179 -11.258 -0.832 0.732 0.240 0.118
H -3.779 13.085 -10.850 0.821 0.450 -0.110 0.129
H -5.022 13.738 -14.741 0.422 -0.976 0.206 0.083
H -5.334 14.982 -13.719 -0.747 0.234 0.514 0.073
H -6.162 13.385 -13.387 -0.074 0.086 -0.010 0.089
H -5.859 14.896 -9.751 -0.165 0.001 0.183 0.088
H -4.922 16.215 -9.602 -0.548 0.154 1.160 0.061
```
Positions in Å, forces in eV/Å.

Properties
M, g mol⁻¹: 445.69
SMILES: COC[C@H](C)N.COC[C@H](C)N.COC[C@H](C)N.COC[C@H](C)N.COC[C@H](C)N
Kohn-Sham gap, eV: 9.41
ΔE to the lowest compared entry with this formula, charge and spin, kcal per mole: 91.1
E, eV: -39313.64887


DFT (ωB97M-V/def2-TZVPD) results for a 8-piece molecular cluster, C20H55N7O8 overall.

The geometry in XYZ format:
```
90
Properties=species:S:1:pos:R:3:forces:R:3:lowdin_charge:R:1
C -0.430 -2.047 -2.763 -0.138 -0.211 -0.129 -0.015
C -1.733 -2.828 -2.494 0.416 0.723 0.095 -0.517
C -1.634 -4.246 -3.055 -0.417 -0.502 0.127 -0.143
C -0.755 -5.210 -2.254 -0.503 1.555 0.637 -0.164
C -1.134 -5.117 -0.768 0.508 -0.905 -0.074 -0.140
C -1.294 -3.725 -0.150 -0.709 0.219 -0.051 -0.494
N -2.078 -2.860 -1.059 -0.151 -1.069 -0.443 -0.093
O -2.243 -1.560 -0.554 0.133 -0.281 0.187 -0.031
C -2.140 -3.868 1.108 0.649 0.407 1.769 -0.046
C 0.084 -3.150 0.267 -0.214 -0.799 -0.148 -0.005
C -2.883 -2.128 -3.203 -0.501 0.449 -0.362 -0.038
H 0.443 -2.605 -2.423 0.038 0.133 0.101 0.069
H -0.476 -1.071 -2.278 0.134 0.003 -0.005 0.079
H -0.314 -1.886 -3.837 -0.002 0.050 0.006 0.086
H -2.654 -4.642 -3.083 0.023 -0.071 -0.014 0.120
H -1.286 -4.197 -4.089 -0.050 0.121 -0.022 0.121
H 0.276 -4.861 -2.353 0.168 -0.528 -0.213 0.100
H -0.921 -6.231 -2.584 0.446 -0.057 -0.189 0.110
H -0.329 -5.620 -0.218 -0.088 0.095 0.186 0.116
H -1.999 -5.758 -0.581 -0.316 0.390 -0.049 0.119
H -1.691 -4.589 1.806 -0.074 -0.426 -0.463 0.085
H -2.039 -2.973 1.736 -0.343 0.264 -0.428 0.082
H -3.199 -4.083 1.005 0.059 -0.065 -0.492 0.090
H 0.288 -3.434 1.299 -0.073 0.198 0.093 0.062
H 0.871 -3.645 -0.306 0.122 0.495 -0.251 0.081
H 0.111 -2.067 0.182 0.382 0.014 -0.007 0.060
H -2.685 -2.037 -4.275 0.024 -0.206 0.001 0.087
H -3.082 -1.113 -2.856 0.388 -0.030 0.213 0.064
H -3.832 -2.651 -3.062 0.152 -0.252 -0.015 0.088
H -1.370 -1.249 -0.267 -0.158 0.406 -0.057 0.041
C -0.281 4.533 -2.755 0.024 -1.007 0.104 -0.651
O 0.311 3.448 -2.696 -0.117 0.619 -0.072 -0.013
N 0.222 5.582 -3.455 -0.016 0.092 -0.059 0.156
N -1.472 4.738 -2.136 0.217 -0.041 0.043 0.173
H 1.092 5.453 -3.935 0.010 0.034 0.014 0.104
H -0.232 6.474 -3.455 0.100 0.101 -0.065 0.094
H -2.026 5.534 -2.390 -0.177 -0.064 0.149 0.097
H -1.892 3.938 -1.670 -0.136 0.088 -0.072 0.076
C 0.528 0.942 0.313 0.963 -0.851 -0.449 -0.610
O -0.692 0.687 0.374 0.449 0.227 -0.002 -0.036
N 1.123 1.778 -0.567 -0.764 -0.015 -0.155 0.200
N 1.452 0.307 1.088 -0.354 0.031 0.206 0.195
H 0.598 2.197 -1.335 0.115 0.136 0.196 0.070
H 2.126 1.693 -0.645 -0.179 0.363 -0.006 0.069
H 2.397 0.638 1.030 0.130 -0.142 0.094 0.067
H 1.244 -0.460 1.705 -0.151 0.100 0.090 0.084
C -2.175 2.862 3.280 -0.337 -0.045 0.301 -0.686
O -2.363 3.223 4.438 0.155 -0.188 -0.362 0.000
N -2.226 3.743 2.233 0.221 0.368 0.381 0.159
N -1.945 1.566 2.917 -0.043 0.161 -0.042 0.169
H -2.301 3.466 1.266 -0.177 -0.115 0.005 0.063
H -2.496 4.662 2.538 -0.006 0.054 -0.330 0.099
H -1.838 0.904 3.663 0.097 0.009 -0.014 0.100
H -1.549 1.373 2.009 -0.001 -0.318 0.093 0.046
C -5.009 2.186 -0.736 0.261 0.106 0.392 -0.079
C -3.693 1.438 -0.687 -0.181 -0.403 -0.252 -0.306
O -2.594 2.338 -0.550 0.123 0.094 0.008 -0.141
H -4.948 3.038 -1.415 -0.028 0.006 0.012 0.071
H -5.241 2.529 0.274 -0.124 0.245 -0.130 0.074
H -5.819 1.536 -1.061 0.037 -0.072 -0.033 0.074
H -3.569 0.833 -1.592 0.084 0.087 0.019 0.099
H -3.696 0.740 0.155 0.013 -0.007 -0.027 0.112
H -1.818 1.766 -0.343 -0.165 0.187 -0.052 0.035
C 2.759 -4.487 2.495 0.229 -0.593 -0.081 -0.093
C 2.141 -3.437 3.406 1.197 0.566 -0.069 -0.288
O 2.448 -2.111 2.932 -0.399 0.063 -0.075 -0.108
H 3.740 -4.817 2.851 -0.077 0.106 0.217 0.069
H 2.960 -4.114 1.491 -0.466 0.134 -0.047 0.068
H 2.148 -5.390 2.434 -0.045 0.082 -0.095 0.074
H 2.612 -3.526 4.389 -0.481 -0.167 0.187 0.110
H 1.061 -3.488 3.501 -0.023 -0.070 -0.098 0.104
H 3.378 -1.933 3.098 0.020 -0.051 0.035 0.080
C 1.726 3.687 2.329 0.473 -0.478 -0.364 -0.080
C 1.742 5.012 1.591 0.139 0.277 0.598 -0.302
O 1.984 6.017 2.583 -0.198 0.021 0.450 -0.094
H 1.169 2.933 1.776 -0.199 0.181 0.025 0.034
H 1.290 3.793 3.320 -0.074 0.111 -0.028 0.083
H 2.731 3.265 2.422 0.058 0.204 0.226 0.067
H 0.767 5.135 1.110 0.110 0.290 -0.134 0.102
H 2.567 5.103 0.881 -0.271 -0.443 -0.391 0.107
H 2.034 6.900 2.209 -0.062 -0.095 -0.293 0.073
C 6.405 0.755 -0.070 0.351 -0.264 0.338 -0.086
C 5.011 0.772 0.534 0.318 -0.760 -0.916 -0.302
O 4.107 1.483 -0.323 -0.117 0.329 0.433 -0.110
H 7.164 0.427 0.646 -0.169 0.064 0.169 0.077
H 6.690 1.753 -0.399 -0.039 -0.035 -0.167 0.081
H 6.472 0.023 -0.876 -0.101 0.295 -0.269 0.075
H 5.034 1.202 1.532 -0.400 0.342 -0.113 0.115
H 4.642 -0.258 0.581 0.087 -0.026 0.452 0.108
H 4.129 1.070 -1.194 0.193 -0.042 0.027 0.099
```
Positions in Å, forces in eV/Å.

Properties
M, g mol⁻¹: 521.70
SMILES: CC1(C)CCCC(C)(C)N1O.NC(N)=O.NC(N)=O.NC(N)=O.CCO.CCO.CCO.CCO
Kohn-Sham gap, eV: 8.34
E, eV: -48444.65347


DFT (ωB97M-V/def2-TZVPD) results for C20H55NO3SSbSi4 as an isolated structure.

The geometry in XYZ format:
```
85
Properties=species:S:1:pos:R:3:forces:R:3:lowdin_charge:R:1
C -10.004 2.289 -2.045 0.837 0.166 -0.866 -0.172
C -9.849 3.529 -3.148 -0.226 -0.813 0.529 -0.272
C -8.541 3.322 -4.154 -0.233 0.371 0.717 -0.236
C -7.334 2.625 -3.291 1.051 0.777 -0.497 -0.365
C -5.853 2.674 -4.029 -1.798 -0.130 -0.799 -0.411
Sb -4.426 1.815 -2.506 -1.145 -2.892 -0.977 0.943
C -3.144 1.001 -0.838 0.880 1.309 0.207 -0.414
O -3.940 -0.050 -0.185 0.466 1.956 1.238 -0.364
C -4.733 0.464 0.942 -0.808 -0.668 0.723 -0.179
N -4.008 3.817 -1.924 9.452 3.636 -5.128 -0.202
C -2.811 4.109 -2.569 -4.704 -0.827 5.749 -0.808
S -1.131 4.485 -2.772 -4.051 -0.868 -0.014 0.383
H -11.094 2.230 -1.585 2.364 0.115 -0.996 0.069
H -9.711 1.302 -2.647 -0.931 1.941 1.617 0.077
H -9.187 2.462 -1.211 -1.851 -0.590 -1.595 0.073
H -9.664 4.497 -2.503 -0.622 -1.704 -1.541 0.100
H -10.876 3.544 -3.739 2.203 0.420 1.096 0.094
H -8.216 4.406 -4.485 -0.469 -2.206 0.606 0.104
H -8.813 2.740 -5.144 0.491 0.930 2.100 0.106
H -7.527 1.475 -3.047 0.222 2.640 -0.379 0.099
H -7.208 3.257 -2.289 -0.470 -1.544 -1.963 0.095
H -5.510 3.747 -4.345 -0.839 -1.917 0.589 0.047
H -5.955 1.969 -4.985 0.549 1.481 1.926 0.063
H -3.106 1.783 -3.644 0.236 0.272 -0.078 -0.078
H -4.840 0.166 -3.005 -0.014 0.027 0.056 -0.083
H -5.770 1.736 -1.344 0.252 0.369 -0.029 -0.047
H -2.925 1.942 -0.151 -0.466 -2.002 -0.906 0.065
H -2.096 0.647 -1.241 -2.091 0.103 0.867 0.071
H -4.758 -0.408 1.755 0.023 1.830 -1.662 0.094
H -5.839 0.696 0.607 2.255 -0.449 0.616 0.071
H -4.306 1.427 1.455 -0.509 -1.749 -1.139 0.094
O 1.313 -0.952 3.186 0.073 0.289 0.507 -0.298
Si 1.772 -0.529 4.744 -0.234 0.041 -0.325 0.372
C 0.308 -0.663 5.918 0.060 -0.036 -0.314 -0.168
C 2.411 1.239 4.781 -0.118 -0.204 -0.154 -0.166
C 3.134 -1.654 5.385 -0.150 -0.043 -0.382 -0.168
Si 0.224 -0.454 2.011 -0.431 0.216 -0.234 0.380
C 0.352 -1.514 0.464 0.278 -0.065 0.421 -0.145
C 0.558 1.331 1.521 0.127 -0.285 0.228 -0.151
C -1.538 -0.577 2.658 0.372 -0.067 0.050 -0.150
H -0.464 0.067 5.658 0.017 -0.089 0.048 0.024
H 0.623 -0.476 6.947 0.010 0.000 -0.007 0.028
H -0.134 -1.663 5.868 -0.006 0.102 0.032 0.034
H 3.219 1.369 4.055 -0.044 0.051 0.049 0.032
H 2.795 1.490 5.774 -0.018 -0.026 -0.047 0.030
H 1.612 1.944 4.536 0.093 -0.004 -0.001 0.024
H 4.022 -1.591 4.749 -0.042 -0.058 0.056 0.023
H 2.799 -2.696 5.408 0.076 0.053 -0.002 0.030
H 3.419 -1.364 6.401 -0.061 0.026 -0.066 0.030
H 1.356 -1.453 0.033 -0.069 -0.072 0.006 0.001
H -0.365 -1.174 -0.290 0.007 0.044 0.129 0.033
H 0.137 -2.562 0.692 0.039 0.049 -0.075 0.034
H 0.375 2.004 2.363 0.030 0.040 -0.075 0.024
H -0.093 1.633 0.695 0.018 -0.053 0.060 0.030
H 1.598 1.452 1.203 -0.035 0.076 -0.003 0.024
H -1.698 0.121 3.483 -0.057 -0.014 0.035 0.025
H -1.744 -1.589 3.018 -0.053 0.055 0.004 0.037
H -2.255 -0.340 1.867 0.095 -0.030 -0.019 0.012
O 6.785 -1.662 -1.125 -0.084 -0.475 0.059 -0.292
Si 5.311 -1.043 -0.611 -0.232 -0.010 0.047 0.382
C 4.951 -1.590 1.153 0.302 -0.062 -0.258 -0.158
C 3.922 -1.651 -1.723 0.378 -0.031 0.067 -0.157
C 5.308 0.835 -0.647 0.384 -0.284 -0.127 -0.162
Si 7.518 -3.154 -1.354 -0.236 0.121 0.046 0.378
C 9.276 -2.963 -1.992 -0.258 0.335 0.111 -0.172
C 6.553 -4.174 -2.606 0.017 0.260 0.161 -0.167
C 7.585 -4.104 0.268 -0.035 0.250 -0.141 -0.168
H 4.819 -2.675 1.202 -0.018 0.068 0.078 0.026
H 4.038 -1.117 1.523 -0.029 -0.016 -0.010 0.023
H 5.777 -1.313 1.817 -0.076 -0.040 0.005 0.034
H 4.136 -1.411 -2.768 -0.078 -0.032 0.042 0.037
H 2.973 -1.180 -1.447 0.107 -0.025 -0.044 0.018
H 3.803 -2.735 -1.636 -0.061 0.051 -0.050 0.026
H 5.486 1.204 -1.662 -0.014 0.035 0.101 0.032
H 6.085 1.238 0.009 -0.055 0.034 -0.065 0.030
H 4.341 1.220 -0.308 0.047 -0.096 -0.026 0.029
H 9.286 -2.438 -2.951 0.054 -0.022 0.068 0.030
H 9.736 -3.945 -2.134 -0.085 0.040 0.028 0.030
H 9.887 -2.398 -1.282 -0.005 -0.031 -0.097 0.029
H 5.558 -4.416 -2.222 0.036 -0.004 -0.084 0.023
H 7.074 -5.111 -2.822 -0.021 0.060 0.021 0.031
H 6.436 -3.620 -3.542 -0.030 -0.080 0.038 0.035
H 6.579 -4.352 0.614 0.036 -0.006 0.053 0.022
H 8.080 -3.509 1.041 -0.047 -0.079 -0.006 0.034
H 8.142 -5.038 0.143 -0.029 0.057 -0.006 0.031
```
Positions in Å, forces in eV/Å.

Properties
Total charge: -1
M, g mol⁻¹: 623.84
Kohn-Sham gap, eV: 6.10
E, eV: -78149.86425


Among the records above, which one has the lowest E? C20H55NO3SSbSi4


The highest M belongs to which entry? C20H55NO3SSbSi4


M of number 3 (C20H55NO3SSbSi4)? 623.84 g mol⁻¹